# 1
Formula: C4H8O2
Source: the OMol25 dataset
Level of theory: ωB97M-V/def2-TZVPD

Summary:
Energy above the lowest of the compared OMol25 structures with the same formula, charge and spin   201.8 kJ/mol
2S+1   1
F_max   0.43 eV/A
Kohn-Sham gap   0.37014 hartree
SMILES   CO/C=C\CO
Total energy   -307.63558 Ha
HOMO energy   -9.2 eV

The geometry in XYZ format:
```
14
Properties=species:S:1:pos:R:3:forces:R:3:nbo_charge:R:1
C 0.4804 -1.4101 -1.6707 0.131 -0.236 -0.143 -0.246
O -0.1961 -0.2558 -1.2186 -0.044 0.070 0.104 -0.525
C 0.5837 0.6220 -0.5278 0.071 0.184 0.138 0.137
C 0.1611 1.2373 0.5746 0.122 -0.151 -0.029 -0.301
C -1.0847 0.8321 1.3063 -0.218 0.272 -0.251 -0.104
O -0.7484 0.0066 2.4147 0.077 -0.197 0.059 -0.709
H 1.4403 -1.1581 -2.1421 -0.136 0.006 0.051 0.172
H 0.6654 -2.1063 -0.8420 -0.002 0.100 -0.098 0.172
H -0.1660 -1.8918 -2.4052 0.089 0.038 0.077 0.198
H 1.5714 0.8043 -0.9580 -0.163 0.025 -0.009 0.170
H -0.1409 -0.6585 2.0709 -0.046 -0.013 0.171 0.462
H 0.8169 1.9679 1.0410 -0.064 -0.122 -0.092 0.214
H -1.7759 0.3179 0.6276 0.110 0.052 0.096 0.176
H -1.6073 1.6925 1.7293 0.074 -0.027 -0.073 0.185
```
Positions in Å, forces in eV/Å.

# 2
Formula: C4H8O2
Source: the OMol25 dataset
Level of theory: ωB97M-V/def2-TZVPD

Summary:
Energy above the lowest of the compared OMol25 structures with the same formula, charge and spin   185.7 kJ/mol
2S+1   1
F_max   0.34 eV/A
Kohn-Sham gap   0.39513 hartree
SMILES   OCC1(O)CC1
Total energy   -307.64168 Ha
HOMO energy   -9.9 eV

The geometry in XYZ format:
```
14
Properties=species:S:1:pos:R:3:forces:R:3:nbo_charge:R:1
O 0.6948 1.9471 0.2482 0.061 0.089 -0.327 -0.711
C -0.4914 1.2017 0.4344 -0.288 -0.098 0.157 -0.074
C -0.3370 -0.3002 0.2150 0.134 0.168 -0.170 0.191
O -1.2540 -1.0601 0.9554 0.062 -0.034 0.281 -0.698
C 1.0131 -0.8846 -0.0606 0.179 -0.056 0.133 -0.444
C -0.0449 -0.8455 -1.1389 -0.126 -0.014 -0.196 -0.434
H 0.8406 2.0709 -0.6977 -0.023 0.014 0.168 0.465
H -1.3090 1.5850 -0.1940 0.126 -0.058 0.081 0.169
H -0.7937 1.3598 1.4751 0.094 -0.034 -0.095 0.181
H -0.9307 -1.0902 1.8670 -0.152 -0.022 -0.162 0.469
H 1.2351 -1.8506 0.3829 -0.059 0.122 -0.074 0.221
H 1.8513 -0.1982 -0.1282 -0.142 -0.122 0.013 0.229
H 0.0667 -0.1561 -1.9741 0.039 -0.078 0.175 0.204
H -0.5409 -1.7789 -1.3846 0.095 0.123 0.015 0.231
```
Positions in Å, forces in eV/Å.

# 3
Formula: C4H8O2
Source: the OMol25 dataset
Level of theory: ωB97M-V/def2-TZVPD

Summary:
Energy above the lowest of the compared OMol25 structures with the same formula, charge and spin   63.2 kJ/mol
2S+1   1
F_max   0.49 eV/A
Kohn-Sham gap   0.43158 hartree
SMILES   CCCOC=O
Total energy   -307.68836 Ha
HOMO energy   -10.7 eV

The geometry in XYZ format:
```
14
Properties=species:S:1:pos:R:3:forces:R:3:nbo_charge:R:1
C -1.5480 0.4138 -0.6279 -0.013 0.010 -0.064 -0.614
C -0.8990 0.3362 0.7581 0.008 0.009 0.055 -0.423
C 0.3472 -0.5381 0.7973 -0.177 -0.129 0.103 -0.088
O 1.4806 0.2491 0.3728 0.094 -0.002 -0.131 -0.511
C 2.1815 -0.1642 -0.6858 -0.028 -0.261 -0.227 0.651
O 1.9598 -1.1330 -1.3645 0.073 0.388 0.289 -0.590
H -2.2560 -0.4083 -0.7778 0.156 0.083 -0.001 0.208
H -2.0973 1.3508 -0.7604 0.048 -0.146 0.025 0.213
H -0.7993 0.3495 -1.4252 -0.071 0.073 0.119 0.211
H -1.6196 -0.0472 1.4902 0.103 0.039 -0.103 0.208
H -0.6067 1.3336 1.1058 -0.044 -0.128 -0.028 0.213
H 0.5786 -0.8616 1.8160 -0.037 0.051 -0.128 0.190
H 0.2621 -1.4148 0.1500 -0.024 0.107 0.114 0.210
H 3.0162 0.5343 -0.8485 -0.088 -0.094 -0.025 0.121
```
Positions in Å, forces in eV/Å.

# 4
Formula: C4H8O2
Source: the OMol25 dataset
Level of theory: ωB97M-V/def2-TZVPD

Summary:
Energy above the lowest of the compared OMol25 structures with the same formula, charge and spin   482.7 kJ/mol
2S+1   1
F_max   1.36 eV/A
Kohn-Sham gap   0.32764 hartree
Total energy   -307.52858 Ha
HOMO energy   -8.3 eV

The geometry in XYZ format:
```
14
Properties=species:S:1:pos:R:3:forces:R:3:nbo_charge:R:1
C -2.3807 0.3096 -0.1592 -0.538 0.398 0.161 -0.247
O -1.2459 -0.5113 -0.3021 0.201 -0.482 -0.134 -0.526
C -0.2804 -0.1603 0.6605 0.147 0.673 0.559 -0.225
C 0.7907 -1.2200 1.0235 0.352 0.186 -1.303 0.317
C 2.3798 -0.0935 -0.6175 -0.393 -0.196 -0.456 -0.297
O 1.9363 -1.0550 0.4029 -0.450 0.042 0.847 -0.482
H -2.8486 0.1733 0.8316 0.141 -0.044 -0.222 0.169
H -2.1404 1.3849 -0.2556 0.106 -0.300 -0.037 0.163
H -3.1254 0.0639 -0.9242 0.356 -0.144 0.082 0.197
H -0.7976 -0.0151 1.6233 0.177 0.143 -0.078 0.181
H 0.1708 0.8034 0.3619 0.037 -0.025 0.152 0.146
H 1.8932 -0.3920 -1.5547 0.288 0.172 0.179 0.203
H 2.1915 0.9730 -0.4384 -0.201 -0.452 0.398 0.194
H 3.4569 -0.2608 -0.6520 -0.221 0.028 -0.149 0.207
```
Positions in Å, forces in eV/Å.

# 5
Formula: C4H8O2
Source: the OMol25 dataset
Level of theory: ωB97M-V/def2-TZVPD

Summary:
Energy above the lowest of the compared OMol25 structures with the same formula, charge and spin   224.8 kJ/mol
2S+1   1
F_max   0.39 eV/A
Kohn-Sham gap   0.33859 hartree
SMILES   C=C(OC)OC
Total energy   -307.62680 Ha
HOMO energy   -8.2 eV

The geometry in XYZ format:
```
14
Properties=species:S:1:pos:R:3:forces:R:3:nbo_charge:R:1
C 1.2354 1.0820 1.1174 0.100 0.195 0.086 -0.244
C 0.0742 -1.4079 1.1019 -0.103 -0.087 0.026 -0.635
C -0.2403 -0.4801 0.1953 0.100 -0.233 0.211 0.615
O 0.0563 0.8378 0.3379 -0.076 -0.219 -0.101 -0.524
O -0.8922 -0.8369 -0.9312 0.135 -0.031 0.167 -0.510
C -1.2209 0.0657 -1.9725 -0.004 0.224 -0.160 -0.249
H 1.2470 0.5732 2.0858 -0.251 0.173 -0.239 0.183
H 2.1221 0.7519 0.5650 -0.154 0.099 0.005 0.186
H 1.2636 2.1525 1.3048 0.022 0.020 -0.183 0.194
H -0.0269 -2.4562 0.8784 -0.299 0.001 0.021 0.221
H 0.3488 -1.1034 2.0993 0.282 -0.209 -0.151 0.202
H -1.5550 -0.5706 -2.7985 0.109 0.185 0.174 0.196
H -2.0469 0.7280 -1.6871 0.199 -0.068 0.049 0.181
H -0.3652 0.6639 -2.2966 -0.060 -0.050 0.094 0.183
```
Positions in Å, forces in eV/Å.

# 6
Formula: C4H8O2
Source: the OMol25 dataset
Level of theory: ωB97M-V/def2-TZVPD

Summary:
Energy above the lowest of the compared OMol25 structures with the same formula, charge and spin   166.0 kJ/mol
2S+1   1
F_max   0.48 eV/A
Kohn-Sham gap   0.36501 hartree
SMILES   C/C=C\C=O.O
Total energy   -307.64920 Ha
HOMO energy   -10.0 eV

The geometry in XYZ format:
```
14
Properties=species:S:1:pos:R:3:forces:R:3:nbo_charge:R:1
C 0.8548 1.0646 -0.8340 0.075 -0.037 0.027 -0.683
C -0.3340 0.1584 -0.7822 -0.170 0.065 0.169 -0.032
O 1.2535 -2.0953 -0.0718 -0.132 -0.135 -0.001 -0.931
C -1.1653 -0.0176 0.2610 0.114 -0.054 -0.182 -0.400
C -1.0128 0.5971 1.5965 0.249 0.156 0.112 0.386
O -0.0996 1.3177 1.9449 -0.413 -0.187 -0.169 -0.525
H 1.5555 0.7438 -1.6078 -0.117 0.033 0.097 0.223
H 0.5563 2.0994 -1.0487 -0.038 -0.192 0.037 0.239
H 1.3501 1.0747 0.1365 0.041 0.069 -0.131 0.260
H -0.5220 -0.4569 -1.6643 -0.083 0.268 0.078 0.200
H 0.7832 -2.4464 -0.8376 0.139 -0.051 0.111 0.462
H 0.5625 -1.6239 0.4148 0.254 -0.130 -0.069 0.475
H -1.9799 -0.7325 0.1672 0.010 0.148 0.000 0.214
H -1.8022 0.3168 2.3253 0.070 0.047 -0.081 0.113
```
Positions in Å, forces in eV/Å.

# 7
Formula: C4H8O2
Source: the OMol25 dataset
Level of theory: ωB97M-V/def2-TZVPD

Summary:
Energy above the lowest of the compared OMol25 structures with the same formula, charge and spin   270.2 kJ/mol
2S+1   1
F_max   1.66 eV/A
Kohn-Sham gap   0.37507 hartree
SMILES   C=CO.C=CO
Total energy   -307.60950 Ha
HOMO energy   -9.5 eV

The geometry in XYZ format:
```
14
Properties=species:S:1:pos:R:3:forces:R:3:nbo_charge:R:1
C 1.9106 -1.3593 1.3666 -0.739 -1.365 0.593 -0.512
C 2.0806 -0.2288 0.7220 0.353 0.821 0.135 0.143
O 1.2925 0.8823 0.8700 -0.239 0.046 -0.437 -0.705
H 2.5692 -2.2209 1.3234 0.166 0.370 -0.407 0.213
H 1.0286 -1.5549 1.9904 0.295 0.437 -0.168 0.195
H 2.9330 0.0069 0.0951 0.104 -0.232 0.076 0.177
H 0.3565 0.6534 0.8193 0.027 -0.044 0.147 0.485
C -1.9284 1.1373 -0.3466 0.147 0.069 0.689 -0.525
C -1.6652 0.7071 -1.5685 -0.029 -1.030 -0.108 0.153
O -1.8743 -0.6213 -1.9240 0.043 0.190 -0.092 -0.716
H -1.6676 2.0988 0.0805 -0.135 0.172 -0.597 0.219
H -2.3926 0.4572 0.3651 0.129 -0.102 -0.168 0.204
H -1.3004 1.2285 -2.4395 0.095 0.647 0.245 0.185
H -1.3425 -1.1862 -1.3537 -0.218 0.022 0.092 0.483
```
Positions in Å, forces in eV/Å.

# 8
Formula: C4H8O2
Source: the OMol25 dataset
Level of theory: ωB97M-V/def2-TZVPD

Summary:
Energy above the lowest of the compared OMol25 structures with the same formula, charge and spin   229.6 kJ/mol
2S+1   1
F_max   0.49 eV/A
Kohn-Sham gap   0.35788 hartree
SMILES   C/C=C\O.C=O
Total energy   -307.62499 Ha
HOMO energy   -9.1 eV

The geometry in XYZ format:
```
14
Properties=species:S:1:pos:R:3:forces:R:3:nbo_charge:R:1
C 1.5571 0.7021 -0.0196 -0.034 0.083 0.020 -0.657
C 0.7615 -0.4319 -0.6024 -0.201 0.060 -0.155 -0.286
O -0.6562 -1.3562 2.1216 -0.366 0.309 -0.119 -0.516
C -1.3140 -0.6174 1.4373 0.132 -0.180 0.226 0.285
C -0.4198 -0.3504 -1.2158 0.219 -0.345 0.000 0.125
O -1.2111 0.7423 -1.4187 -0.136 0.055 0.016 -0.691
H 0.9273 1.4951 0.4045 0.068 -0.086 -0.079 0.195
H 2.2126 0.3499 0.7828 -0.155 0.036 -0.122 0.231
H 2.1923 1.1656 -0.7840 -0.075 -0.035 0.112 0.227
H 1.1732 -1.4331 -0.5014 -0.072 0.160 -0.125 0.222
H -1.0972 0.4691 1.3517 0.019 -0.149 0.139 0.090
H -2.1980 -0.9546 0.8603 0.116 -0.053 0.097 0.115
H -0.9111 -1.2306 -1.6177 0.162 0.019 -0.014 0.185
H -1.0166 1.4501 -0.7987 0.324 0.128 0.006 0.475
```
Positions in Å, forces in eV/Å.

# 9
Formula: C4H8O2
Source: the OMol25 dataset
Level of theory: ωB97M-V/def2-TZVPD

Summary:
Energy above the lowest of the compared OMol25 structures with the same formula, charge and spin   464.6 kJ/mol
2S+1   1
F_max   3.09 eV/A
Kohn-Sham gap   0.33715 hartree
Total energy   -307.53549 Ha
HOMO energy   -8.9 eV

The geometry in XYZ format:
```
14
Properties=species:S:1:pos:R:3:forces:R:3:nbo_charge:R:1
O -1.6969 -0.4977 0.6161 0.981 2.207 1.923 -0.747
C -0.7925 -0.6083 -0.3782 0.932 0.527 -0.693 0.112
C -0.0941 0.7959 -0.8049 -0.591 -0.746 -0.343 -0.544
C 0.8690 0.8877 0.2827 -1.081 0.472 2.123 0.295
O 1.3006 -0.2830 0.7039 0.213 0.023 -0.550 -0.465
C 0.5130 -1.3219 0.0599 -0.269 -0.219 -0.112 -0.125
H -1.1510 0.5093 1.3761 -0.455 -1.361 -1.844 0.352
H -1.1985 -1.0476 -1.3106 -0.056 0.023 0.489 0.178
H -0.7586 1.6595 -0.8914 0.121 -0.288 0.062 0.252
H 0.3873 0.5917 -1.7649 0.173 0.088 0.038 0.232
H -0.3426 1.4117 1.5046 0.245 -1.127 -0.866 -0.166
H 1.4942 1.7060 0.5883 0.057 0.298 -0.183 0.224
H 1.1005 -1.6982 -0.7862 -0.125 0.004 0.097 0.183
H 0.3695 -2.1051 0.8047 -0.145 0.099 -0.140 0.217
```
Positions in Å, forces in eV/Å.